No. 1
ORCA calculation (wB97M-V/def2-TZVPD) on a molecular structure, C4H5GdLiO2.

The LUMO energy (alpha / beta) is -7.28 / -10.04 eV. The frontier orbital gap (alpha / beta) is 5.29 / 4.70 eV. As for the spin multiplicity: 9. The total charge is +2. Its highest occupied orbital energy (alpha / beta) is -12.57 / -14.74 eV.

Element x y z (Å)
C  -1.92  -1.07  -0.60
C  -1.24  -1.28  0.70
C  0.19  -0.88  0.53
C  0.58  0.42  0.53
O  1.80  0.84  0.35
O  -2.82  -0.24  -0.77
Li  -3.80  1.06  0.02
Gd  3.42  2.74  0.25
H  -1.45  -1.54  -1.49
H  -1.75  -0.75  1.52
H  0.93  -1.66  0.32
H  -0.18  1.19  0.73
H  -1.43  -2.42  0.61

So, what does the Löwdin scheme give us? The charges, in e, come out as: atom 1 (C): -0.183, atom 2 (C): -0.105, atom 3 (C): 0.045, atom 4 (C): -0.215, atom 5 (O): -0.411, atom 6 (O): -0.059, atom 7 (Li): 0.879, atom 8 (Gd): 1.239, atom 9 (H): 0.171, atom 10 (H): 0.146, atom 11 (H): 0.158, atom 12 (H): 0.142, atom 13 (H): 0.193

No. 2
ORCA calculation (wB97M-V/def2-TZVPD) on 2 unconnected molecules or ions with the total composition C4H5I.

The LUMO energy (alpha / beta) is 0.36 / 0.36 eV. The frontier orbital gap (alpha / beta) is 7.46 / 7.46 eV. The total charge is 0. Its highest occupied orbital energy (alpha / beta) is -7.10 / -7.10 eV.

Element x y z (Å)
C  1.40  -0.53  -0.37
C  0.73  0.04  -1.40
C  0.58  0.76  -0.14
C  -1.47  0.07  0.93
I  -1.39  -1.98  1.06
H  2.41  -0.95  -0.06
H  0.16  -0.30  -2.25
H  0.64  1.67  0.40
H  -1.89  0.56  0.08
H  -1.16  0.66  1.76

So, what does the natural (NBO) scheme give us? The charges, in e, come out as: atom 1 (C): -0.163, atom 2 (C): -0.166, atom 3 (C): -0.182, atom 4 (C): -0.766, atom 5 (I): 0.149, atom 6 (H): 0.257, atom 7 (H): 0.237, atom 8 (H): 0.229, atom 9 (H): 0.207, atom 10 (H): 0.199

No. 3
ORCA calculation (wB97M-V/def2-TZVPD) on 2 unconnected molecules or ions with the total composition C4H5I.

The LUMO energy is 0.07 eV. The SMILES is C#CI.C=C. The frontier orbital gap is 9.91 eV. The total charge is 0. Its highest occupied orbital energy is -9.84 eV.

Element x y z (Å)
C  2.39  1.65  1.89
C  2.18  2.64  1.29
I  1.40  4.42  0.54
H  2.70  0.70  2.10
C  -1.29  -0.73  -0.76
C  -1.22  0.51  -0.16
H  -0.63  -1.47  -0.35
H  -1.74  -0.75  -1.71
H  -0.67  0.66  0.79
H  -1.66  1.39  -0.45

So, what does the natural (NBO) scheme give us? The charges, in e, come out as: atom 1 (C): -0.253, atom 2 (C): -0.243, atom 3 (I): 0.266, atom 4 (H): 0.230, atom 5 (C): -0.404, atom 6 (C): -0.359, atom 7 (H): 0.202, atom 8 (H): 0.196, atom 9 (H): 0.184, atom 10 (H): 0.182

No. 4
ORCA calculation (wB97M-V/def2-TZVPD) on a molecular structure, C4H5I3NO3.

The LUMO energy is 1.66 eV. The frontier orbital gap is 5.55 eV. The total charge is -1. Its highest occupied orbital energy is -3.89 eV.

Element x y z (Å)
C  1.70  -0.83  -0.82
C  0.41  1.21  0.62
C  -0.62  0.34  -0.16
C  -0.40  -1.15  -0.39
N  -0.22  -2.17  0.36
O  2.26  -1.28  0.06
O  1.61  -0.18  -1.78
O  -0.88  0.96  -1.45
I  -1.09  -1.76  -2.23
I  -3.14  1.28  2.14
I  -0.15  -2.14  2.46
H  0.37  0.97  1.69
H  0.26  2.22  0.51
H  1.52  1.10  0.58
H  -1.58  0.44  0.33
H  -0.06  0.98  -1.95

So, what does the natural (NBO) scheme give us? The charges, in e, come out as: atom 1 (C): 1.014, atom 2 (C): -0.649, atom 3 (C): -0.085, atom 4 (C): 0.027, atom 5 (N): -0.552, atom 6 (O): -0.505, atom 7 (O): -0.556, atom 8 (O): -0.717, atom 9 (I): 0.197, atom 10 (I): -0.932, atom 11 (I): 0.289, atom 12 (H): 0.244, atom 13 (H): 0.236, atom 14 (H): 0.201, atom 15 (H): 0.315, atom 16 (H): 0.473

For the records above, the corresponding energy relative to the best compared isomer or geometry (same formula, charge and spin) values read 0.0, 115.3, 54.7, 26.4 kcal/mol.